(1)
ORCA calculation (the ωB97M-V functional and the def2-TZVPD basis) on 3 unconnected molecules or ions with the total composition C16H32Cl2N2O10S2.

Summary:
SMILES: C/C(Cl)=C(\Cl)[C@@]1(C[C@@H](O)CN)OC(=O)O[C@H]1CN.CCOS(C)(=O)=O.CCOS(C)(=O)=O
Calculated total energy in eV: -87273.0691
Maximum force in eV/A: 9.91

Each line ends with the Mulliken charge.
Element x y z (Å)
C: 7.191 -2.419 -1.095  -0.957
C: 5.628 -1.896 -1.350  0.146
Cl: 4.809 -2.454 -2.926  -0.191
C: 4.942 -1.018 -0.335  -0.750
Cl: 5.963 -0.531 1.163  -0.170
C: 3.394 -0.500 -0.484  1.553
C: 2.537 -1.894 -0.391  -0.760
C: 1.107 -1.781 0.404  -0.216
O: 0.224 -0.770 -0.251  -0.411
C: 0.338 -3.247 0.165  -0.392
N: -0.401 -3.263 -1.173  -0.509
O: 3.133 0.188 0.791  -0.405
C: 2.382 1.453 0.686  0.634
O: 1.969 2.313 1.634  -0.575
O: 2.123 1.546 -0.775  -0.391
C: 3.002 0.644 -1.591  0.138
C: 4.131 1.704 -2.126  -0.492
N: 4.148 1.642 -3.641  -0.634
H: 7.924 -1.553 -0.807  0.299
H: 7.525 -3.020 -2.068  0.317
H: 7.108 -3.249 -0.243  0.268
H: 3.225 -2.713 0.125  0.304
H: 2.279 -2.229 -1.505  0.167
H: 1.224 -1.567 1.569  0.295
H: 0.545 -0.688 -1.206  0.270
H: 1.223 -4.038 0.044  0.293
H: -0.319 -3.573 1.077  0.293
H: -0.548 -4.251 -1.504  0.266
H: 0.203 -2.821 -1.922  0.174
H: 2.369 0.028 -2.387  0.284
H: 3.787 2.812 -1.848  0.254
H: 5.183 1.512 -1.651  0.297
H: 5.038 1.157 -3.889  0.280
H: 3.303 1.141 -4.018  0.292
C: -2.918 -0.360 -0.568  -0.822
C: -3.519 0.907 -1.146  -0.446
O: -3.683 0.808 -2.553  -0.261
S: -4.938 -0.053 -3.135  1.190
C: -4.837 0.515 -4.814  -0.926
O: -6.164 0.447 -2.551  -0.634
O: -4.591 -1.457 -3.108  -0.599
H: -3.616 -1.198 -0.648  0.339
H: -2.672 -0.225 0.490  0.316
H: -2.011 -0.643 -1.111  0.277
H: -4.468 1.154 -0.659  0.340
H: -2.835 1.743 -0.962  0.275
H: -5.048 1.586 -4.839  0.308
H: -5.584 -0.027 -5.399  0.371
H: -3.839 0.305 -5.199  0.301
C: -2.415 4.102 4.902  -1.013
C: -1.756 2.780 4.556  -0.213
O: -2.582 1.680 4.909  -0.305
S: -3.840 1.306 3.944  1.078
C: -4.191 -0.287 4.645  -0.969
O: -3.358 1.119 2.592  -0.464
O: -4.942 2.192 4.252  -0.608
H: -3.294 4.279 4.276  0.289
H: -1.720 4.933 4.751  0.389
H: -2.754 4.106 5.943  0.262
H: -1.483 2.739 3.496  0.255
H: -0.829 2.683 5.131  0.272
H: -3.342 -0.949 4.463  0.308
H: -5.085 -0.681 4.157  0.372
H: -4.372 -0.170 5.715  0.349

Force components x, y, z for each atom (eV/Å):
C -1.438 -1.276 -0.582
C -0.291 2.621 3.597
Cl 0.981 0.952 2.341
C 2.107 -2.135 -3.874
Cl -1.692 -0.742 -2.396
C 0.735 -0.313 2.001
C -0.605 -0.062 -0.444
C -0.746 -1.071 -0.941
O 2.452 -0.732 -0.322
C 1.998 -0.797 -0.342
N 0.927 -0.263 0.065
O -1.408 2.963 0.271
C -1.338 1.503 0.903
O 3.161 -6.475 -6.798
O 0.558 -0.583 2.841
C -0.112 0.062 1.810
C -0.874 0.124 -0.519
N 0.940 -0.920 0.916
H -1.624 -1.729 -0.603
H -0.627 1.637 2.104
H 0.349 2.059 -1.677
H -1.610 1.783 -1.196
H 0.676 0.491 2.331
H -0.271 -0.194 -2.777
H -0.771 -0.152 2.015
H -1.703 1.458 0.842
H 0.988 0.846 -1.972
H 0.292 1.329 0.707
H -0.885 -0.729 1.297
H 1.267 1.957 1.311
H 0.590 -2.706 -0.200
H -1.997 0.197 -0.996
H -1.449 0.321 -0.248
H 1.545 0.596 0.576
C -0.075 -0.313 -0.068
C 0.232 -0.158 1.484
O -0.976 -0.383 -1.394
S 0.535 0.308 0.239
C 0.096 0.129 -0.005
O 0.924 -0.676 -0.234
O -0.573 1.015 0.122
H 0.052 0.098 -0.001
H 0.007 0.109 -0.194
H -0.201 0.082 0.197
H 0.018 -0.015 -0.209
H -0.172 -0.046 -0.355
H 0.044 -0.175 0.071
H 0.076 0.002 0.237
H -0.124 0.004 0.113
C -0.323 0.175 -0.075
C 0.602 1.091 -0.245
O -1.045 -0.994 -0.400
S 0.257 0.028 0.392
C 0.136 -0.028 0.091
O -0.463 0.513 0.923
O 0.895 -0.580 -0.579
H 0.124 -0.010 0.068
H -0.005 -0.153 0.027
H 0.137 -0.014 -0.119
H -0.116 -0.136 0.088
H -0.255 -0.322 -0.049
H -0.101 0.163 0.009
H 0.134 0.214 -0.022
H 0.035 0.054 -0.155

(2)
ORCA calculation (the ωB97M-V functional and the def2-TZVPD basis) on a molecular structure, C16H32CuO8S.

Summary:
Multiplicity: 2
Calculated total energy in eV: -88954.7726
Energy relative to the best compared isomer or geometry (same formula, charge and spin) in eV: 9.344
Maximum force in eV/A: 5.50

Each line ends with the Mulliken charge.
Element x y z (Å)
Cu: 0.094 -1.215 0.023  0.979
S: 1.337 -5.802 0.266  1.272
O: 2.041 -4.645 -0.218  -0.671
O: 2.069 -6.518 1.345  -0.445
O: 0.198 -5.104 0.739  -0.646
O: 1.022 -6.861 -0.710  -0.485
C: -4.482 1.727 4.194  -0.442
C: -5.325 0.484 4.019  -0.591
C: -4.280 -0.470 3.430  -0.416
O: -3.284 0.335 2.854  -0.375
C: -3.745 1.703 2.986  -0.449
H: -3.890 1.629 5.104  0.262
H: -5.058 2.636 4.365  0.325
H: -6.054 0.623 3.221  0.255
H: -5.771 0.236 4.983  0.320
H: -4.598 -1.074 2.581  0.301
H: -3.945 -1.090 4.261  0.258
H: -4.224 1.850 2.018  0.269
H: -2.909 2.403 3.011  0.279
C: -4.208 -1.490 -5.691  -0.592
C: -2.883 -1.679 -6.296  -0.545
C: -2.176 -2.366 -5.064  -0.534
O: -2.667 -1.635 -3.887  -0.400
C: -3.994 -1.222 -4.153  -0.417
H: -4.784 -2.400 -5.858  0.301
H: -4.586 -0.601 -6.196  0.293
H: -2.512 -0.691 -6.569  0.351
H: -3.036 -2.421 -7.079  0.298
H: -1.172 -2.392 -5.489  0.368
H: -2.503 -3.403 -4.992  0.310
H: -4.204 -0.163 -4.001  0.277
H: -4.727 -1.668 -3.481  0.288
C: 2.548 4.787 -3.053  -0.526
C: 3.480 3.689 -3.317  -0.526
C: 2.608 2.438 -3.525  -0.406
O: 1.634 2.640 -2.441  -0.370
C: 1.478 4.053 -2.268  -0.451
H: 2.015 5.136 -3.938  0.234
H: 2.929 5.701 -2.596  0.331
H: 4.176 3.581 -2.485  0.272
H: 4.029 3.839 -4.247  0.321
H: 3.179 1.527 -3.344  0.290
H: 2.079 2.445 -4.478  0.287
H: 1.704 4.233 -1.217  0.256
H: 0.455 4.284 -2.566  0.288
C: 5.024 -1.441 5.218  -0.425
C: 5.804 -0.266 4.635  -0.533
C: 4.790 0.457 3.665  -0.505
O: 3.526 -0.230 3.696  -0.365
C: 3.563 -1.031 4.922  -0.509
H: 5.144 -1.595 6.290  0.287
H: 5.213 -2.334 4.622  0.252
H: 6.531 -0.615 3.901  0.197
H: 6.439 0.285 5.328  0.380
H: 5.184 0.680 2.673  0.370
H: 4.616 1.405 4.174  0.231
H: 2.896 -1.889 4.835  0.355
H: 3.208 -0.496 5.802  0.263

Force components x, y, z for each atom (eV/Å):
Cu 0.166 -0.676 0.049
S 0.051 2.198 -0.323
O 3.951 0.351 -2.183
O 0.171 -0.766 -0.233
O -4.898 -0.643 2.422
O 0.515 -0.384 0.270
C -2.505 0.563 2.077
C -0.373 -0.059 -0.295
C -0.659 -0.726 0.403
O 1.291 0.912 0.492
C 3.134 -0.064 -2.714
H 0.530 -0.106 -0.238
H -0.234 0.019 -0.271
H -0.488 0.323 0.436
H -0.181 -0.621 -0.377
H -0.677 -0.447 0.494
H 0.696 -0.254 -0.285
H -0.913 0.729 0.342
H 0.450 -0.291 -0.138
C -1.798 0.740 0.946
C 0.158 -1.507 1.756
C -1.195 0.733 -1.960
O 1.676 -0.301 -0.697
C -0.664 0.250 -1.707
H -0.458 0.336 0.034
H -1.133 -0.265 0.300
H 0.778 -0.491 -0.239
H 0.773 0.465 -0.487
H 0.968 0.492 2.013
H -0.122 -0.037 0.049
H 0.936 0.403 0.240
H 0.131 -0.797 -0.171
C -2.109 0.806 -0.679
C 1.528 -1.132 -1.791
C -0.219 1.375 1.962
O 0.618 -0.635 -0.987
C -0.114 -0.284 1.346
H 0.481 -0.008 -0.544
H 0.162 -0.354 0.348
H 0.035 -0.338 -0.071
H 0.482 0.184 0.136
H -0.343 -0.087 -0.122
H 0.179 -0.126 -0.151
H -0.757 0.099 0.290
H 0.033 0.424 0.311
C -1.029 0.361 -0.983
C 0.611 -0.872 -2.187
C -0.189 1.281 2.549
O 1.179 -1.163 0.918
C -0.002 -0.069 0.044
H 0.204 -0.160 -0.194
H 0.276 -0.163 0.434
H 0.398 -0.593 0.350
H -0.824 0.610 0.117
H -0.335 -0.569 -0.081
H -0.149 0.586 -0.386
H 0.036 0.046 -0.451
H -0.228 0.701 -0.185

(3)
ORCA calculation (the ωB97M-V functional and the def2-TZVPD basis) on 3 unconnected molecules or ions with the total composition C16H32FN5O3P.

Summary:
Charge: +1
Calculated total energy in eV: -42698.7559
Maximum force in eV/A: 4.38

Each line ends with the Mulliken charge.
Element x y z (Å)
C: 1.340 0.955 1.031  -1.002
C: 0.346 1.435 2.188  -0.097
O: -0.760 2.264 1.733  -0.323
C: -1.517 1.447 0.821  -0.460
C: -3.085 1.705 0.846  0.644
C: -3.891 2.258 -0.346  0.129
P: -3.028 2.746 -1.978  0.298
N: -3.793 4.088 -2.466  -0.708
C: -5.420 2.445 -0.281  -0.324
N: -6.103 2.109 0.889  -1.043
N: -5.387 1.676 1.910  0.505
C: -4.004 1.425 2.092  0.119
C: -3.397 0.887 3.478  -0.638
C: -3.425 2.112 4.544  0.237
C: -2.294 3.212 4.237  -0.838
F: -4.693 2.836 4.481  -0.353
H: 2.212 0.384 1.522  0.363
H: 0.871 0.192 0.302  0.156
H: 1.738 1.819 0.380  0.318
H: -0.002 0.477 2.733  0.204
H: 0.988 2.021 2.945  0.356
H: -1.346 0.326 0.992  0.342
H: -1.129 1.671 -0.240  0.178
H: -3.090 1.708 -2.959  0.156
H: -1.657 3.113 -1.707  0.123
H: -3.135 4.877 -2.506  0.239
H: -5.961 2.840 -1.200  0.456
H: -5.952 1.469 2.760  0.319
H: -2.328 0.522 3.352  0.096
H: -4.048 0.044 3.921  0.414
H: -3.321 1.749 5.619  0.363
H: -2.466 4.123 4.894  0.372
H: -1.251 2.742 4.372  0.229
H: -2.362 3.547 3.136  0.155
C: -0.196 -3.541 0.286  -1.335
C: 1.119 -3.182 0.925  0.795
O: 1.195 -2.743 2.068  -0.678
N: 2.248 -3.358 0.189  -0.115
C: 2.356 -3.860 -1.167  -0.651
H: -1.009 -3.350 0.986  0.289
H: -0.357 -2.931 -0.607  0.351
H: -0.208 -4.601 0.024  0.423
H: 3.093 -3.098 0.677  0.215
H: 2.984 -4.754 -1.152  0.265
H: 2.835 -3.092 -1.779  0.180
H: 1.387 -4.108 -1.594  0.281
C: 5.255 -0.538 -4.163  -1.369
C: 4.509 -1.788 -3.780  0.876
O: 3.384 -1.757 -3.292  -0.700
N: 5.127 -2.982 -3.994  -0.125
C: 6.441 -3.215 -4.555  -0.867
H: 4.644 0.336 -3.938  0.283
H: 6.184 -0.467 -3.593  0.386
H: 5.469 -0.544 -5.234  0.379
H: 4.572 -3.779 -3.716  0.204
H: 6.330 -3.830 -5.449  0.299
H: 7.039 -3.755 -3.819  0.294
H: 6.947 -2.288 -4.818  0.332

Force components x, y, z for each atom (eV/Å):
C 0.083 -0.375 -0.419
C 2.078 -0.693 0.491
O -0.299 -2.084 -0.297
C -0.529 -0.043 -1.142
C -4.224 1.151 0.030
C 0.083 -1.874 2.527
P -1.197 3.846 -0.477
N 1.044 -1.646 0.610
C 2.370 -1.209 2.234
N 2.002 1.003 -3.184
N 2.958 -1.083 1.677
C 1.133 0.708 -2.924
C -1.660 0.960 0.275
C 1.027 1.389 -0.089
C -0.447 -0.597 -0.588
F 1.395 -1.536 -0.204
H -1.319 1.046 -0.716
H 0.550 1.158 1.216
H -0.574 -1.209 1.255
H 0.145 1.463 -0.787
H -1.358 -0.566 -1.222
H -0.316 1.469 -0.039
H -0.792 -0.498 1.489
H 0.148 -0.173 0.974
H -0.617 -1.151 0.092
H -0.502 -0.420 0.005
H 0.557 -0.534 1.639
H 0.345 0.371 -0.901
H -1.459 0.565 -0.040
H 0.950 1.203 -0.979
H -0.283 0.219 -1.566
H 0.355 -1.325 -0.691
H -1.636 0.841 -0.005
H 0.055 -0.515 1.763
C -0.200 0.021 0.020
C 0.679 0.111 0.299
O -0.288 0.134 -0.103
N -0.745 0.033 0.318
C 0.591 0.144 0.100
H 0.213 -0.015 0.037
H -0.001 -0.202 -0.082
H -0.069 0.113 -0.155
H -0.078 -0.041 -0.076
H -0.123 -0.093 -0.199
H -0.191 -0.251 -0.171
H 0.070 0.048 0.132
C -0.025 0.166 0.008
C -0.237 -0.352 0.091
O 0.155 0.214 -0.131
N -0.238 0.631 0.107
C -0.176 -0.459 0.097
H -0.022 -0.215 0.016
H 0.038 0.022 -0.184
H 0.155 0.036 0.096
H 0.098 0.048 -0.083
H 0.264 0.060 -0.026
H 0.201 0.050 -0.182
H -0.140 -0.064 0.064